Entry 1:
The following is a DFT calculation (ωB97M-V with the def2-TZVPD basis set) of C35H42N6O7S2Tb as an isolated structure.

```
93
Properties=species:S:1:pos:R:3:forces:R:3
Tb -0.53562 0.88862 -1.56319 0.0 0.0 -0.2
C -1.78009 3.54680 -3.53824 -1.4 0.1 0.4
O -0.63833 2.73756 -3.32191 0.1 0.0 -0.4
C 0.09281 2.58383 -4.54933 0.0 1.5 0.6
C 1.41683 2.07721 -4.10953 2.1 0.5 0.9
O 1.20595 0.90995 -3.29786 0.8 -0.9 -0.1
C 1.91631 -0.31352 -3.69740 -0.8 0.3 -0.1
C 0.87744 -1.31256 -4.16810 1.4 -0.5 1.5
O 0.04543 -1.59018 -3.03413 0.5 0.6 -0.5
C -0.86954 -2.65638 -3.26665 0.7 -0.1 0.8
H -1.52212 4.59304 -3.75478 0.2 -0.3 0.1
H -2.38311 3.49317 -2.60438 0.3 0.1 -0.8
H -2.36736 3.15019 -4.39713 0.2 0.4 0.6
H 0.21366 3.63347 -4.98148 -0.2 -1.5 0.0
H -0.44579 1.86029 -5.17460 0.2 0.4 -0.3
H 2.00433 2.82855 -3.46818 -1.2 -0.8 -0.9
H 2.10545 1.84202 -4.92766 -0.4 -0.1 -0.1
H 2.48251 -0.76071 -2.84723 -0.4 0.7 -0.5
H 2.57170 -0.07318 -4.54030 0.1 -0.1 0.3
H 1.47823 -2.19701 -4.42320 -0.4 -0.2 -0.1
H 0.37708 -0.98105 -5.05221 -0.9 0.3 -0.4
H -0.34326 -3.44646 -3.78514 0.1 -0.6 0.2
H -1.62998 -2.31389 -3.90895 -1.3 0.4 -0.7
H -1.27675 -2.94944 -2.28053 0.3 -0.1 -0.7
S -1.37072 5.04707 0.90086 1.3 0.7 0.1
C -2.80856 4.20834 0.92042 -1.0 0.2 0.9
C -2.70226 3.00525 0.31311 0.4 -0.4 -0.6
C -1.39946 2.72242 -0.24779 -0.7 -0.6 0.5
C -0.56915 3.75817 0.06292 0.8 0.4 0.0
C 0.88667 3.75884 -0.18141 -0.1 0.3 -0.2
C 1.73846 4.77301 0.29171 0.6 -0.6 -0.7
C 3.10810 4.70569 -0.00498 -0.8 -0.1 -0.2
C 3.62860 3.61894 -0.71227 -1.4 -0.2 0.6
C 2.70252 2.62267 -1.04652 0.1 1.2 0.2
N 1.36894 2.70278 -0.88078 0.6 0.0 0.7
H -3.62626 4.62553 1.51911 0.2 -0.3 -0.6
H -3.53905 2.34333 0.26883 -0.4 -0.4 -0.1
H 1.29761 5.60989 0.81516 0.2 0.0 0.1
H 3.75679 5.50948 0.27744 0.2 0.3 0.2
H 4.68197 3.52843 -0.93734 -0.1 -0.1 0.0
H 3.09353 1.74134 -1.48314 0.0 -0.9 -0.6
C -1.73826 -2.38721 3.47997 -0.1 1.2 0.2
C -1.91217 -3.20010 2.41741 0.9 -1.7 -1.8
C -1.96225 -2.72354 1.11095 -0.7 0.6 -0.3
C -1.99366 -1.34203 0.91365 0.8 -0.7 1.7
C -1.84486 -0.49363 2.03372 -0.2 0.9 -1.2
C -1.73213 -1.00962 3.32649 0.0 0.6 -0.6
N -2.09576 -0.79943 -0.39411 -0.1 0.3 0.2
N -2.96887 -1.39711 -1.04392 -0.8 -0.1 -0.2
C -3.26010 -0.89160 -2.31534 0.0 -0.1 -1.6
C -4.18302 -1.60571 -3.08874 -0.2 -0.5 0.1
C -4.47996 -1.22861 -4.41980 0.1 -0.1 1.4
C -3.72608 -0.20917 -4.97581 -0.8 -0.2 0.0
C -2.78736 0.45094 -4.18063 0.6 1.3 -1.5
C -2.55879 0.19424 -2.86525 1.0 -0.1 1.7
H -1.52656 -2.84191 4.40316 -0.1 -0.3 1.3
H -1.76735 -4.26673 2.55912 -0.4 0.0 0.0
H -2.05368 -3.35593 0.22245 0.1 0.0 0.5
H -1.84564 0.59367 1.75721 0.0 -0.9 0.8
H -1.59884 -0.36616 4.19206 0.0 0.0 -0.2
H -4.60786 -2.50777 -2.63436 -0.2 0.4 -0.2
H -5.33782 -1.66885 -4.92604 0.5 -0.1 -0.1
H -3.97154 0.07284 -5.99605 0.4 0.2 0.1
H -2.18466 1.28275 -4.60991 -0.8 -0.9 -0.1
C 1.28859 -2.08841 8.24874 0.2 0.2 0.1
C 1.30607 -2.76498 6.89054 0.9 -0.5 0.7
S 1.54703 -1.58167 5.64306 0.3 -0.5 -0.2
O 2.82042 -0.93221 5.73769 0.6 0.3 0.6
O 0.36323 -0.78304 5.70736 -0.7 0.7 -0.8
C 1.68662 -2.50367 4.09238 -0.1 1.4 -0.6
C 2.48857 -1.57502 3.12839 -0.7 0.1 0.1
N 1.91996 -1.53558 1.75160 0.9 0.9 0.7
C 1.41098 -0.41114 1.19137 -0.6 -0.3 0.3
N 1.02700 -0.63441 -0.05519 0.1 -0.7 -1.0
C 1.38831 -1.95779 -0.37702 0.3 1.8 0.9
C 2.00360 -2.43854 0.73552 -0.7 -1.5 -0.4
N 2.59473 -3.75146 0.85322 0.2 0.4 -3.3
O 2.64100 -4.36927 -0.24033 -0.2 0.6 2.4
O 3.11220 -4.05840 1.88754 0.1 -0.7 0.8
C 1.26199 0.89234 1.89288 -2.0 -0.3 0.3
H 1.32143 -2.87216 8.96562 -0.2 -0.8 0.7
H 0.38508 -1.51708 8.43274 0.1 0.3 -0.1
H 2.19668 -1.52167 8.44568 -0.1 0.3 -0.3
H 0.36889 -3.29932 6.74370 0.2 -0.1 -0.4
H 2.19206 -3.40593 6.85856 -0.3 -0.3 -0.1
H 0.67779 -2.50110 3.72817 -0.6 -0.4 -0.3
H 2.05935 -3.51557 4.19807 0.2 0.1 0.2
H 3.52863 -1.80525 3.07577 0.6 -0.5 -0.1
H 2.47743 -0.54785 3.51580 -0.3 -0.3 -0.3
H 1.27726 -2.35816 -1.37308 -0.1 -0.1 0.4
H 2.16839 1.43591 1.94722 1.1 0.5 0.0
H 0.84419 0.78705 2.92204 0.3 0.0 -0.7
H 0.53622 1.48354 1.30256 0.4 -0.1 0.4
```
Forces are in eV/Å.

- total charge = +1
- 2S+1 = 7
- electronic energy (hartree) = -3834.596322
- maximum force (Eh/bohr) = 0.0641
- HOMO (spin up / spin down) (eV) = -10.48 / -10.48

Results of the Löwdin charge analysis, in e, for atoms 1 through 2: 1.6471 -0.0782

***

Entry 2:
The following is a DFT calculation (ωB97M-V with the def2-TZVPD basis set) of a 4-piece molecular cluster, C35H43BrNO8S2 overall.

```
90
Properties=species:S:1:pos:R:3:forces:R:3
C -1.37503 -3.37411 1.71875 -0.1 0.2 0.2
O -1.30463 -2.04666 2.21344 0.1 0.1 -0.1
C -0.50404 -1.91371 3.37550 -0.1 0.1 0.0
C -0.43552 -0.43502 3.78493 0.2 -0.3 0.1
C 1.00661 0.08343 3.76118 -0.1 -0.1 -0.2
C 1.56370 0.14513 2.32096 0.1 0.2 0.5
C 3.00443 -0.33773 2.19548 -0.1 -0.3 -0.2
C 3.45539 -0.60520 0.74920 0.0 0.3 0.3
C 3.04968 -2.01940 0.29307 0.5 0.1 0.0
C 3.28938 -2.53490 -1.12249 -0.5 -0.1 0.1
Br 5.07289 -1.79724 -1.75281 0.1 -0.1 0.0
C 2.30476 -2.07047 -2.19379 0.3 -0.1 -0.1
C 0.85116 -2.31900 -1.79872 -0.4 0.2 0.1
C 0.16109 -1.08491 -1.18651 0.6 0.0 0.1
S -0.70520 -0.20140 -2.53040 -0.1 -0.1 0.2
C -2.07386 0.66425 -1.76851 -0.3 0.2 0.4
S -3.59083 0.22313 -2.21035 -0.3 0.1 -0.3
N -1.90147 1.75547 -0.94384 1.1 -0.2 -1.1
C -2.48193 3.02154 -1.44457 -0.8 0.1 0.6
C -1.49068 4.16663 -1.34585 0.0 0.3 0.0
O -0.20927 3.85323 -1.83923 -0.1 -0.1 -0.2
C 0.40242 2.75484 -1.16927 0.2 -0.1 0.0
C -0.59236 1.97283 -0.32157 -0.1 0.1 0.3
H -1.22698 -3.35063 0.64013 0.0 -0.1 0.0
H -0.61387 -4.00753 2.17777 0.1 0.0 -0.1
H -2.36131 -3.79533 1.93322 0.0 -0.1 0.0
H -0.92791 -2.52795 4.17959 0.0 0.0 0.1
H 0.50529 -2.28964 3.16685 0.0 0.0 0.0
H -0.86324 -0.31501 4.78311 -0.1 0.1 -0.1
H -1.04459 0.11987 3.06901 -0.1 0.1 0.1
H 1.05525 1.06057 4.24733 0.0 0.0 0.0
H 1.63466 -0.59118 4.35289 0.0 0.0 0.1
H 1.50979 1.18736 1.98849 -0.2 -0.1 -0.3
H 0.92236 -0.46502 1.68058 0.0 0.0 -0.1
H 3.67322 0.37195 2.69374 0.0 0.0 0.0
H 3.09192 -1.29485 2.72336 0.1 0.2 0.1
H 4.54352 -0.52461 0.72728 0.0 0.0 -0.2
H 3.08133 0.17150 0.06964 0.0 0.0 0.0
H 3.58885 -2.69414 0.96740 -0.1 0.0 0.1
H 1.98747 -2.15268 0.54252 -0.1 -0.2 -0.1
H 2.41768 -1.01560 -2.51822 -0.1 0.1 0.1
H 2.51403 -2.66581 -3.08856 0.0 0.1 -0.1
H 0.26526 -2.62550 -2.66892 0.0 -0.1 0.0
H 0.79659 -3.13611 -1.07419 0.1 -0.1 0.0
H 0.92790 -0.43022 -0.76507 0.0 -0.1 0.0
H -0.53787 -1.33720 -0.39013 -0.2 0.0 -0.1
H -3.34237 3.29736 -0.82590 -0.1 0.0 -0.1
H -2.85706 2.89918 -2.46040 0.3 -0.2 0.0
H -1.44745 4.55195 -0.32085 0.1 -0.1 0.0
H -1.87050 4.98176 -1.96500 0.0 0.0 0.0
H 1.20016 3.11492 -0.50719 0.0 0.1 0.0
H 0.87389 2.13098 -1.92926 -0.1 0.0 0.0
H -0.17617 1.02291 -0.00656 0.0 0.0 0.0
H -0.78663 2.53426 0.59641 0.0 0.0 0.0
C -2.84494 1.23933 -8.70290 0.0 0.0 0.0
C -2.45313 2.06258 -7.73530 0.0 0.0 0.0
C -2.73584 1.76192 -6.30686 0.0 0.0 0.0
O -2.38948 2.52316 -5.43053 0.0 0.0 0.0
C -3.46492 0.50453 -6.00185 0.0 0.0 0.0
C -3.85717 -0.31625 -6.97299 0.0 0.0 0.0
C -3.58006 -0.01530 -8.39772 0.0 0.0 0.0
O -3.93890 -0.75910 -9.28688 0.0 0.0 0.0
H -2.65301 1.43596 -9.75016 0.0 0.0 0.0
H -1.91705 2.98240 -7.93220 0.0 0.0 0.0
H -3.65393 0.30439 -4.95372 0.1 0.0 0.0
H -4.38989 -1.23739 -6.77420 0.0 0.0 0.0
C -4.96510 2.86803 1.81790 0.0 0.0 0.0
C -6.24396 2.64563 2.10869 0.0 0.0 0.0
C -7.17734 3.76621 2.38235 0.0 0.0 0.0
O -8.34275 3.56856 2.65164 0.0 0.0 0.0
C -6.63267 5.14751 2.31298 0.0 0.0 0.0
C -5.35521 5.37219 2.02080 0.0 0.0 0.0
C -4.42200 4.24867 1.75403 0.0 -0.2 0.0
O -3.25776 4.44476 1.48225 0.1 0.1 0.1
H -4.26453 2.06921 1.60453 0.0 0.0 0.0
H -6.66507 1.64974 2.15666 0.0 0.0 0.0
H -7.33507 5.94673 2.51272 0.0 0.0 0.0
H -4.93411 6.36792 1.96338 0.0 0.0 0.0
C 7.77254 -3.52118 4.60027 0.0 0.0 0.0
C 6.54717 -3.02207 4.45927 0.0 0.0 0.0
C 5.62925 -3.52920 3.40928 0.0 0.0 -0.2
O 4.51174 -3.08196 3.27298 0.0 -0.1 0.3
C 6.13309 -4.59860 2.51251 0.1 0.0 0.0
C 7.36112 -5.09363 2.65458 0.0 0.0 0.0
C 8.27405 -4.59893 3.71069 0.0 0.0 0.0
O 9.39291 -5.05237 3.84961 0.0 0.0 0.0
H 8.46088 -3.17250 5.35989 0.0 0.0 0.0
H 6.15909 -2.23496 5.09359 0.0 0.0 0.0
H 5.44938 -4.93213 1.74082 0.0 0.1 0.0
H 7.75280 -5.87015 2.01027 0.0 0.0 0.0
```
Forces are in eV/Å.

- total charge = -1
- electronic energy (hartree) = -5386.349650
- maximum force (Eh/bohr) = 0.0309
- HOMO (eV) = -2.23

Results of the Löwdin charge analysis, in e, for atoms 1 through 2: -0.0970 -0.2067